DFT (wB97M-V/def2-TZVPD) results for a structure of composition C61H39IN4O2STi.

Each line ends with the Löwdin charge.
Geometry (Å):
Ti  -0.438  0.591  0.867  0.98
C  -3.608  -3.819  6.926  -0.13
C  -4.421  -3.380  5.891  -0.10
C  -3.890  -2.662  4.829  -0.03
C  -2.524  -2.350  4.759  -0.19
C  -1.719  -2.826  5.806  -0.05
C  -2.248  -3.537  6.871  -0.11
C  -1.963  -1.619  3.604  -0.09
C  -1.180  -0.491  3.840  -0.23
C  -0.886  0.003  5.176  -0.04
C  0.053  0.977  5.081  -0.04
C  0.324  1.208  3.699  -0.33
C  1.167  2.205  3.218  -0.16
C  2.145  2.791  4.168  -0.19
C  2.173  4.163  4.421  -0.04
C  3.082  4.705  5.318  -0.10
C  3.988  3.886  5.980  -0.12
C  3.973  2.520  5.736  -0.10
C  3.062  1.980  4.838  -0.04
C  1.131  2.752  1.921  -0.28
N  0.044  2.494  1.083  -0.04
C  0.015  3.430  0.066  -0.24
C  -1.077  3.514  -0.813  -0.12
C  -1.155  4.521  -1.867  -0.17
C  -1.760  4.221  -3.103  -0.05
C  -1.847  5.153  -4.122  -0.12
C  -1.335  6.437  -3.959  -0.14
C  -0.747  6.762  -2.744  -0.12
C  -0.666  5.830  -1.719  -0.05
C  -2.194  2.617  -0.614  -0.26
C  -3.553  2.729  -0.943  -0.06
C  -4.218  1.608  -0.407  -0.05
C  -3.255  0.811  0.195  -0.28
N  -2.034  1.434  0.063  -0.03
C  -3.332  -0.385  1.008  -0.11
C  -2.316  -1.285  1.116  -0.28
C  -1.736  -3.664  2.039  0.00
C  -3.010  -3.550  2.191  0.01
C  -2.241  -2.251  2.264  -0.30
N  -1.191  -1.139  0.252  -0.47
C  -4.550  -0.556  1.844  -0.17
C  -5.448  -1.583  1.563  -0.05
C  -6.609  -1.734  2.314  -0.10
C  -6.882  -0.856  3.354  -0.12
C  -5.990  0.170  3.641  -0.09
C  -4.835  0.321  2.888  -0.01
C  1.231  4.186  0.170  -0.04
C  1.896  3.769  1.309  -0.05
N  -0.483  0.321  2.945  -0.06
H  -4.023  -4.377  7.758  0.08
H  -5.486  -3.585  5.911  0.09
H  -4.547  -2.315  4.043  0.08
H  -0.653  -2.637  5.764  0.11
H  -1.588  -3.889  7.658  0.09
H  -1.346  -0.358  6.080  0.09
H  0.486  1.541  5.893  0.11
H  1.464  4.800  3.906  0.12
H  3.078  5.773  5.504  0.09
H  4.698  4.310  6.680  0.09
H  4.678  1.869  6.241  0.09
H  3.053  0.915  4.638  0.09
H  -2.157  3.224  -3.254  0.11
H  -2.312  4.870  -5.060  0.09
H  -1.399  7.166  -4.758  0.08
H  -0.359  7.762  -2.581  0.09
H  -0.246  6.128  -0.768  0.10
H  -4.008  3.562  -1.458  0.09
H  -5.280  1.409  -0.428  0.09
H  -0.854  -4.273  1.980  0.09
H  -3.981  -4.000  2.298  0.10
H  -5.219  -2.268  0.755  0.11
H  -7.301  -2.536  2.082  0.09
H  -7.782  -0.975  3.946  0.09
H  -6.189  0.846  4.464  0.10
H  -4.133  1.117  3.104  0.13
H  1.564  4.953  -0.508  0.08
H  2.817  4.182  1.696  0.10
I  2.238  -0.866  1.830  1.18
C  3.162  -0.310  0.050  -0.60
C  4.507  -0.514  -0.088  -0.18
C  5.142  -0.177  -1.298  -0.11
C  4.400  0.310  -2.334  -0.06
C  3.003  0.504  -2.211  -0.17
C  2.247  0.946  -3.320  -0.06
C  0.896  1.079  -3.204  -0.07
C  0.263  0.840  -1.967  -0.11
C  0.936  0.471  -0.818  -0.19
C  2.342  0.236  -0.973  -0.23
H  5.081  -0.936  0.727  0.08
H  6.211  -0.324  -1.400  0.09
H  4.869  0.551  -3.283  0.10
H  2.760  1.155  -4.253  0.10
H  0.299  1.396  -4.051  0.10
H  -0.809  0.987  -1.940  0.09
O  -5.691  -4.051  -4.442  0.09
C  -4.502  -4.695  -4.284  -0.49
O  -4.314  -5.711  -4.902  0.09
C  -3.532  -4.088  -3.345  -0.16
C  -2.434  -4.858  -2.951  -0.03
C  -1.513  -4.360  -2.054  -0.10
C  -1.653  -3.066  -1.540  -0.47
S  -0.468  -2.480  -0.398  0.96
C  -2.733  -2.279  -1.945  -0.05
C  -3.656  -2.793  -2.834  -0.02
H  -5.732  -3.306  -3.832  0.08
H  -2.334  -5.857  -3.353  0.11
H  -0.682  -4.975  -1.726  0.10
H  -2.826  -1.268  -1.566  0.10
H  -4.461  -2.132  -3.145  0.11

## Properties
Calculated total energy: -115997.55998 eV
HOMO (alpha / beta): 0.004 / 0.004 hartree
Charge: -2
Frontier orbital gap (alpha / beta): 3.69 / 3.71 eV

***

DFT (wB97M-V/def2-TZVPD) results for a cluster of 3 separate species, C15H35N2O9P2 in total in a non-equilibrium geometry.

Each line ends with the natural charge from an NBO analysis.
Geometry (Å):
O  -1.922  -5.600  -0.676  -0.65
C  -3.409  -5.501  -0.782  0.72
N  -3.848  -4.041  -0.700  -0.56
C  -5.362  -4.188  -0.876  -0.03
C  -5.765  -5.802  -1.036  -0.06
N  -4.456  -6.580  -0.966  -0.54
H  -1.611  -5.182  -1.547  0.53
H  -3.265  -3.173  -0.564  0.50
H  -6.108  -3.283  -0.912  0.29
H  -6.848  -6.261  -1.194  0.31
H  -4.285  -7.612  -1.040  0.49
O  -0.379  -2.625  -2.858  -0.90
P  -0.305  -1.109  -3.163  2.34
O  1.279  -1.197  -3.653  -0.80
C  1.581  -1.996  -4.788  -0.08
C  1.147  -1.320  -6.074  -0.64
O  -0.069  -0.690  -1.563  -0.79
C  -0.676  -1.485  -0.549  -0.05
C  0.309  -2.519  -0.021  -0.64
O  -0.223  0.586  -3.503  -0.79
C  0.878  1.395  -3.095  -0.05
C  1.830  1.648  -4.252  -0.63
H  1.118  -2.982  -4.699  0.18
H  2.665  -2.152  -4.803  0.20
H  0.112  -0.969  -6.013  0.20
H  1.239  -2.008  -6.919  0.22
H  1.772  -0.448  -6.282  0.22
H  -1.594  -1.953  -0.923  0.12
H  -0.974  -0.818  0.264  0.20
H  0.869  -3.005  -0.823  0.23
H  -0.212  -3.284  0.561  0.20
H  1.048  -2.036  0.629  0.23
H  1.418  0.977  -2.240  0.20
H  0.454  2.352  -2.774  0.19
H  2.508  0.803  -4.399  0.21
H  2.457  2.525  -4.051  0.22
H  1.288  1.803  -5.190  0.22
O  0.349  3.364  5.539  -0.84
P  0.281  2.589  4.201  2.31
O  1.852  2.958  3.809  -0.81
C  2.882  2.480  4.664  -0.08
C  3.111  0.993  4.479  -0.63
O  -0.496  3.830  3.398  -0.80
C  -1.394  4.662  4.126  -0.06
C  -0.687  5.927  4.595  -0.63
O  0.205  1.722  2.706  -0.81
C  0.712  2.258  1.485  -0.05
C  2.074  1.671  1.153  -0.63
H  2.650  2.705  5.708  0.19
H  3.797  3.026  4.414  0.19
H  2.171  0.434  4.524  0.19
H  3.788  0.610  5.248  0.22
H  3.561  0.789  3.504  0.21
H  -1.838  4.111  4.963  0.18
H  -2.215  4.931  3.458  0.18
H  0.305  5.720  5.002  0.23
H  -1.281  6.440  5.356  0.22
H  -0.543  6.611  3.751  0.21
H  0.757  3.351  1.488  0.21
H  0.004  1.965  0.703  0.18
H  2.869  2.180  1.705  0.22
H  2.298  1.796  0.087  0.21
H  2.125  0.608  1.408  0.21

## Properties
Calculated total energy: -56092.26811 eV
HOMO: -0.414 hartree
Charge: +1
Frontier orbital gap: 6.51 eV

***

DFT (wB97M-V/def2-TZVPD) results for the molecule C2H10P2Si in a non-equilibrium geometry.

Each line ends with the natural charge from an NBO analysis.
Geometry (Å):
C  1.348  -2.059  -0.214  -1.03
C  -0.732  0.207  0.053  -1.24
Si  0.940  -0.424  0.804  1.09
P  -0.764  0.654  -1.758  0.32
P  -1.320  1.567  1.220  0.31
H  1.219  -2.052  -1.262  0.24
H  2.367  -2.314  -0.074  0.23
H  0.690  -2.751  0.278  0.23
H  -1.553  -0.600  -0.038  0.27
H  0.991  -0.888  2.179  -0.17
H  1.840  0.860  0.973  -0.16
H  -2.083  1.173  -1.520  -0.02
H  -0.276  2.034  -1.851  -0.02
H  -2.384  2.190  0.508  -0.02
H  -0.283  2.402  0.700  -0.02

## Properties
Calculated total energy: -28689.47865 eV
HOMO: -0.319 hartree
Frontier orbital gap: 9.53 eV
SMILES: C[SiH2]C(P)P

***

DFT (wB97M-V/def2-TZVPD) results for a cluster of 2 separate species, C29H41FN3O8 in total in a non-equilibrium geometry.

Each line ends with the Löwdin charge.
Geometry (Å):
C  1.081  -2.923  0.722  -0.02
C  1.374  -1.440  1.117  -0.34
N  2.548  -0.950  0.987  0.16
C  0.301  -0.449  1.744  -0.03
N  -0.198  0.425  0.602  0.04
C  -1.099  -0.212  -0.421  -0.13
C  -1.871  -1.528  -0.120  -0.01
C  -1.954  -2.487  -1.366  -0.41
O  -1.074  -2.688  -2.125  0.17
F  -3.144  -3.167  -1.530  0.09
C  -1.896  0.948  -1.164  -0.33
C  -3.180  0.466  -1.928  -0.05
C  -3.896  1.777  -2.641  -0.22
C  -5.498  1.677  -2.737  -0.02
O  -4.536  1.519  -3.925  -0.10
O  -1.192  1.751  -2.132  -0.09
N  -0.768  1.002  -3.227  0.02
O  0.339  1.243  -3.519  0.12
C  -2.035  1.962  0.071  -0.14
C  -3.434  1.663  0.721  -0.02
C  -0.702  1.804  0.967  -0.24
C  -1.105  1.986  2.503  -0.02
C  -1.611  3.415  2.854  -0.41
O  -2.275  4.141  2.182  0.17
O  -1.263  3.881  4.155  0.07
C  0.115  4.226  4.185  -0.45
C  0.700  5.537  3.581  0.03
O  0.874  3.452  4.700  0.13
C  0.236  3.055  0.733  -0.06
C  1.272  2.977  -0.413  -0.20
C  2.517  2.205  -0.387  -0.05
C  3.448  2.181  -1.500  -0.02
C  3.196  2.970  -2.717  -0.23
C  4.138  2.982  -3.951  -0.06
C  1.982  3.789  -2.753  -0.04
C  1.054  3.772  -1.636  -0.04
H  0.348  -3.453  1.379  0.10
H  0.798  -2.931  -0.364  0.09
H  2.056  -3.478  0.785  0.07
H  3.153  -1.691  0.602  0.08
H  -0.546  -0.990  2.227  0.14
H  0.904  0.151  2.476  0.15
H  0.688  0.459  0.052  0.15
H  -0.391  -0.537  -1.247  0.16
H  -1.488  -2.162  0.714  0.12
H  -2.950  -1.321  0.135  0.12
H  -2.969  -0.249  -2.768  0.13
H  -3.967  -0.009  -1.298  0.11
H  -3.443  2.810  -2.433  0.15
H  -6.003  0.735  -2.444  0.11
H  -5.968  2.680  -2.814  0.11
H  -2.110  2.958  -0.443  0.15
H  -3.635  2.167  1.693  0.08
H  -3.675  0.577  0.857  0.09
H  -4.212  2.055  0.005  0.10
H  -0.226  1.805  3.186  0.12
H  -1.869  1.221  2.830  0.15
H  1.174  6.103  4.430  0.11
H  -0.059  6.171  3.054  0.10
H  1.550  5.239  2.911  0.10
H  0.818  3.223  1.686  0.13
H  -0.410  3.944  0.503  0.13
H  2.775  1.603  0.515  0.09
H  4.383  1.575  -1.511  0.11
H  4.420  4.056  -4.146  0.09
H  3.639  2.596  -4.872  0.09
H  5.105  2.452  -3.738  0.08
H  1.735  4.438  -3.618  0.12
H  0.136  4.409  -1.709  0.11
C  1.895  -8.487  0.561  -0.17
C  3.084  -7.555  0.412  -0.17
C  2.478  -6.214  0.784  -0.23
O  1.436  -6.477  1.730  -0.15
C  1.175  -7.888  1.756  -0.20
H  2.171  -9.530  0.709  0.12
H  1.261  -8.424  -0.328  0.12
H  3.861  -7.826  1.131  0.12
H  3.526  -7.561  -0.585  0.12
H  2.025  -5.726  -0.087  0.11
H  3.210  -5.532  1.225  0.11
H  1.570  -8.285  2.697  0.12
H  0.099  -8.063  1.730  0.12

## Properties
Calculated total energy: -54291.48431 eV
HOMO: -0.418 hartree
Charge: +1
Frontier orbital gap: 8.47 eV

***

Question: Which value of calculated total energy does entry 1 give?
Answer: -115997.55998 eV